Record 1
# CH4N5O2

An isolated ion of composition CH4N5O2 and charge +1 (ωB97M-V/def2-TZVPD, the Open Molecules 2025 dataset).

```
12
Properties=species:S:1:pos:R:3:forces:R:3:lowdin_charge:R:1
C 0.00846 0.07105 0.17035 0.167 -0.799 -3.032 -0.47
N 0.78930 1.13084 0.70696 1.094 1.193 1.792 0.11
N -0.86152 0.84327 -0.85730 -0.700 -0.984 1.211 0.12
N 0.48476 2.23968 0.26000 1.078 -2.294 1.090 0.14
N -0.54485 1.99529 -0.76132 -1.669 1.014 -1.926 0.06
N -0.58931 -0.86515 1.17770 -1.863 -0.676 -1.308 0.31
O 1.19668 -0.23199 -1.75990 0.181 -0.808 -0.586 0.03
O 0.74035 -0.91792 -0.58981 -0.612 1.591 0.582 -0.07
H -0.47012 -0.57578 2.13353 0.578 0.232 0.767 0.17
H -0.05170 -1.73025 0.92401 -0.520 0.196 0.907 0.19
H -1.65415 -1.09573 1.08698 2.121 0.724 -0.385 0.24
H 0.95211 -0.86331 -2.49118 0.144 0.611 0.887 0.16
```
Forces are in eV/Å.

Energy above the lowest of the compared OMol25 structures with the same formula, charge and spin (kcal per mole): 22.2
Charge: +1
SMILES: [NH3+]C1(OO)N=NN=N1

***

Record 2
# CH4N6

CH4N6 as an isolated structure (ωB97M-V/def2-TZVPD, the Open Molecules 2025 dataset).

```
11
Properties=species:S:1:pos:R:3:forces:R:3:lowdin_charge:R:1
C -0.86775 0.33266 -0.04155 -0.985 0.663 -0.890 -0.47
H 2.17957 0.85857 0.54594 -0.493 -0.856 0.465 0.08
H 1.37882 1.51252 -0.65271 0.864 -2.741 0.266 0.15
H 0.78329 -2.03659 0.96973 -0.287 2.243 -3.878 0.26
H -2.37093 1.62180 -0.06459 -2.125 -0.559 -0.413 0.01
N 1.67769 0.50024 -0.27567 -0.400 4.960 -1.417 0.07
N 0.45774 -0.06955 0.00245 -0.159 -0.426 1.084 -0.20
N 0.47054 -1.43336 -0.12309 3.492 -3.132 4.942 -0.05
N -0.76726 -1.87702 -0.12145 -1.713 0.961 -1.428 -0.04
N -1.52110 -0.88351 -0.26576 -2.582 -1.048 0.735 0.06
N -1.42061 1.47424 0.02670 4.388 -0.066 0.533 0.13
```
Forces are in eV/Å.

Energy above the lowest of the compared OMol25 structures with the same formula, charge and spin (kcal per mole): 69.9
Charge: 0

***

Record 3
# CH4NO2

A 2-piece molecular cluster, CH4NO2 overall (ωB97M-V/def2-TZVPD, the Open Molecules 2025 dataset).

```
8
Properties=species:S:1:pos:R:3:forces:R:3:lowdin_charge:R:1
C 0.62214 0.89952 -0.04145 -0.790 -0.838 1.296 0.15
N 1.65303 0.27221 0.08253 -0.869 -0.686 -0.901 -0.03
O -1.23597 -0.82237 0.17823 -2.485 1.211 1.662 0.04
O 2.44552 -0.55112 0.01424 0.553 0.272 0.516 0.30
H -1.27344 -1.42969 -0.54965 0.215 -0.558 -1.015 0.11
H 0.49052 1.88576 -0.32459 0.345 2.039 -0.606 0.12
H -0.51099 0.32794 0.26901 1.725 -0.855 -0.809 0.15
H -2.19083 -0.58225 0.37169 1.306 -0.585 -0.143 0.16
```
Forces are in eV/Å.

Energy above the lowest of the compared OMol25 structures with the same formula, charge and spin (kcal per mole): 113.3
Charge: +1

***

Record 4
# CH4NO2S

CH4NO2S as an isolated structure (ωB97M-V/def2-TZVPD, the Open Molecules 2025 dataset).

```
9
Properties=species:S:1:pos:R:3:forces:R:3:lowdin_charge:R:1
C -0.84976 0.47453 0.42889 -2.080 0.682 1.656 -0.39
N 0.28918 -0.11730 1.05193 1.302 -2.795 -1.569 -0.28
O 0.91434 0.73573 -1.66389 0.267 -0.112 0.479 -0.59
O 1.59455 -1.57623 -1.21554 -0.005 1.116 0.749 -0.61
S 1.65639 -0.15390 -0.74111 -0.656 -1.123 0.247 0.67
H -1.65456 -0.06251 0.98835 -0.510 0.244 -1.237 0.05
H -1.09965 1.54259 0.79609 0.973 -1.046 -1.064 0.06
H -0.82663 0.34169 -0.68054 -0.763 0.510 0.672 0.03
H -0.02387 -1.18461 1.03582 1.472 2.525 0.067 0.05
```
Forces are in eV/Å.

Energy above the lowest of the compared OMol25 structures with the same formula, charge and spin (kcal per mole): 75.4
Charge: -1

***

no.,gap between HOMO and LUMO (eV)
1,9.14
2,8.93
3,10.06
4,7.50